Arrangement one

This record from OMol25 describes a single C2H5NP2 molecule. The level of theory is the ωB97M-V functional and the def2-TZVPD basis.

```
! wB97M-V def2-TZVPD RIJCOSX def2/J DEFGRID3
* xyz 0 1
C -0.10 1.74 -0.97
H 0.83 -2.50 0.96
H -0.46 1.40 -1.94
C -0.23 -2.00 1.14
N -0.37 -0.77 0.30
H -0.28 -2.04 2.16
P 0.95 2.98 -0.90
P -0.28 0.70 0.85
H -1.07 -2.74 0.76
H 1.00 3.24 -2.36
*
```

Output
- Gap between HOMO and LUMO: 8.547 eV
- SMILES: [H]/P=C/P=N/C

***

Arrangement two

This record from OMol25 describes a single C2H5NP2 molecule. The level of theory is the ωB97M-V functional and the def2-TZVPD basis.

```
! wB97M-V def2-TZVPD RIJCOSX def2/J DEFGRID3
* xyz 0 1
P 3.88 -0.07 -0.01
C 2.20 -0.19 -0.26
H 4.22 -1.38 -0.16
P 1.07 1.12 0.17
N -0.42 0.02 -0.13
H -2.28 0.59 -1.20
C -1.74 0.66 -0.14
H 1.59 -1.12 -0.48
H -2.33 0.06 0.55
H -1.63 1.52 0.45
*
```

Output
- Gap between HOMO and LUMO (spin up / spin down): 7.467 / 7.914 eV
- SMILES: [H]/P=C/P=N/C

***

Result of the stability comparison: arrangement one is the most stable of them.

***

Arrangement one

This record from OMol25 describes a 2-piece molecular cluster, C4H13N2O2 overall. The level of theory is the ωB97M-V functional and the def2-TZVPD basis.

```
! wB97M-V def2-TZVPD RIJCOSX def2/J DEFGRID3
* xyz 1 1
H -0.98 -1.21 -1.65
H -2.03 -1.91 -0.57
C -1.84 0.47 1.07
H -1.28 1.00 1.83
C -0.88 -0.31 0.22
H -2.59 -0.13 1.58
H -0.37 -1.13 0.70
N -1.67 -1.01 -0.88
O 0.76 -1.03 -2.09
N 2.35 0.42 -1.52
H 0.76 0.97 0.45
H 2.67 1.33 -1.21
H -0.17 1.54 -0.82
H 2.90 0.04 -2.28
C 0.19 0.58 -0.39
H 2.58 -0.48 2.32
H 1.61 0.36 3.12
O 1.67 -0.16 2.31
H -2.37 1.19 0.45
H -2.43 -0.45 -1.22
C 1.11 -0.07 -1.41
*
```

Output
- Gap between HOMO and LUMO: 11.320 eV

***

Arrangement two

This record from OMol25 describes a 2-piece molecular cluster, C4H13N2O2 overall. The level of theory is the ωB97M-V functional and the def2-TZVPD basis.

```
! wB97M-V def2-TZVPD RIJCOSX def2/J DEFGRID3
* xyz 1 1
C 0.30 -0.41 -0.79
H -0.94 -1.83 1.17
H -1.33 1.68 2.37
H -1.68 -0.11 -1.07
C 0.64 0.87 -1.59
C 1.30 -0.63 0.34
H 3.21 -0.71 0.87
O -1.36 2.00 1.46
N 2.60 -0.70 0.07
C -1.71 -1.27 0.65
H -1.03 0.65 0.28
H -2.16 -2.06 0.05
H 1.71 1.02 -1.48
H 0.27 -1.21 -1.50
H 0.10 1.72 -1.18
H -2.41 -0.79 1.33
O 0.86 -0.69 1.49
H 2.96 -0.67 -0.86
H 0.48 0.73 -2.65
H -0.71 2.69 1.30
N -1.10 -0.25 -0.25
*
```

Output
- Gap between HOMO and LUMO: 11.271 eV

***

Arrangement three

This record from OMol25 describes C4H13N2O2 as an isolated structure. The level of theory is the ωB97M-V functional and the def2-TZVPD basis.

```
! wB97M-V def2-TZVPD RIJCOSX def2/J DEFGRID3
* xyz 1 1
H 2.73 0.26 1.09
H -0.83 -1.57 1.36
O 0.74 0.03 -1.49
H -2.01 1.73 -0.37
H 3.10 0.69 -0.61
H -2.60 -1.81 -0.58
N -1.21 1.13 -0.43
H 1.44 0.52 -1.98
C -0.57 0.41 0.71
H 1.95 -1.49 0.85
H -0.47 1.57 -0.99
O 1.30 -1.50 0.09
H -2.27 -0.57 1.66
N -1.75 -1.27 -0.41
H -1.67 0.09 -0.76
C 1.13 -0.19 -0.17
H -1.01 -1.76 -0.95
H -0.26 0.92 1.52
C 2.32 0.76 0.20
C -1.38 -0.89 0.90
H 1.81 1.79 0.35
*
```

Output
- Gap between HOMO and LUMO: 10.618 eV

***

Result of the stability comparison: arrangement one is the most stable of them.